No. 1
Here is C11H19AsCdN4S2 as an isolated structure at a distorted geometry from the Open Molecules 2025 dataset. Energies are from ωB97M-V/def2-TZVPD.

Summary:
gap between HOMO and LUMO: 7.54 eV
highest occupied orbital energy: -15.062 eV

```
! RIJCOSX wB97M-V def2-TZVPD def2/J DEFGRID3
* xyz 2 1
Cd -0.23590 0.75525 -1.01333
C 2.72544 -2.54077 -2.13282
C 1.59116 -1.77380 -1.54164
N 1.53946 -0.40516 -1.61811
N 2.77657 0.22216 -1.80677
C 2.82378 1.56327 -1.88192
N 4.04781 2.09028 -2.16305
S 1.46796 2.59774 -1.73629
C 0.30897 -2.38930 -1.22341
C -0.00772 -3.77122 -1.28410
C -1.34838 -4.10544 -1.12511
C -2.33722 -3.14409 -0.76570
C -1.86647 -1.84933 -0.51633
N -0.63392 -1.43419 -0.82055
H 3.04139 -2.02714 -3.03532
H 2.38879 -3.55354 -2.41776
H 3.59574 -2.62471 -1.34109
H 3.59264 -0.41065 -1.88706
H 4.70563 1.46176 -2.63619
H 4.02084 3.07226 -2.47184
H 0.79775 -4.50778 -1.48021
H -1.62340 -5.13616 -1.09895
H -3.34442 -3.44188 -0.69465
H -2.57178 -1.07550 -0.09102
C -3.35229 3.18818 2.88852
As -1.88647 2.24348 2.07814
C -1.72648 0.61498 3.09944
C -0.21934 3.26455 2.40159
S -2.30661 1.76160 -0.03941
H -3.42686 2.97520 3.98538
H -4.29465 2.81245 2.50967
H -3.30409 4.30501 2.78449
H -2.48610 -0.00206 2.67305
H -1.79750 0.86811 4.17136
H -0.75381 0.13309 2.89080
H -0.52758 4.20593 2.87791
H 0.25635 3.44081 1.44295
H 0.37072 2.61659 3.01932
*
```

No. 2
Here is C11H19B as an isolated structure at a distorted geometry from the Open Molecules 2025 dataset. Energies are from ωB97M-V/def2-TZVPD.

Summary:
gap between HOMO and LUMO: 8.68 eV
highest occupied orbital energy: -8.833 eV
relative energy (zero: lowest compared OMol25 entry of this formula, charge and spin): 55.4 kcal/mol

```
! RIJCOSX wB97M-V def2-TZVPD def2/J DEFGRID3
* xyz 0 1
C 2.59719 0.98739 0.63105
C 1.17195 1.30763 0.28159
C 0.06726 0.35184 0.43402
C -1.22009 0.75693 0.82871
C -1.53730 2.05544 1.46667
C -2.33288 -0.11536 0.69725
C -2.19194 -1.40197 0.18989
C -3.39347 -2.30020 -0.03613
C -0.88054 -1.84504 -0.14314
C 0.22122 -1.00173 -0.00761
C 1.56014 -1.62005 -0.27609
H 3.10008 1.90356 1.00609
H 2.73964 0.15894 1.28852
H 3.22467 0.79157 -0.26827
H 0.84951 2.35658 0.17614
H -2.61716 2.13291 1.54456
H -1.10996 2.15512 2.46779
H -1.19154 2.88887 0.86121
H -3.34650 0.26835 0.98893
H -3.07204 -3.28768 -0.38707
H -3.94145 -2.41791 0.91431
H -4.07878 -1.85592 -0.77368
H -0.74417 -2.87839 -0.43872
H 1.45060 -2.66766 -0.59492
H 2.09138 -1.06657 -1.06601
H 2.17295 -1.66003 0.64756
H 1.24293 1.19315 -1.07585
B 2.14071 1.19766 -2.16778
H 1.33748 1.04040 -3.06676
H 2.71125 2.28976 -2.08496
H 2.97886 0.28240 -2.03731
*
```

No. 3
Here is a 3-piece molecular cluster, C11H19Br4ClNO4 overall at a distorted geometry from the Open Molecules 2025 dataset. Energies are from ωB97M-V/def2-TZVPD.

Summary:
gap between HOMO and LUMO: 6.89 eV
highest occupied orbital energy: -4.741 eV

```
! RIJCOSX wB97M-V def2-TZVPD def2/J DEFGRID3
* xyz -1 1
C -2.95364 -3.16192 -2.12380
C -2.09137 -1.92278 -1.40528
O -0.70605 -2.03571 -1.93296
C 0.04998 -0.96189 -1.26368
C 1.56270 -1.54176 -0.89189
Cl 1.81979 -2.97928 -2.09502
N 1.66933 -2.14787 0.48562
C 2.13373 -1.17222 1.54116
C 1.18150 0.15332 1.73351
O 0.64939 0.40997 2.93662
C 2.76449 -0.46569 -1.26526
O 2.58087 0.83279 -1.51887
O 4.14025 -1.03702 -1.37383
H -2.48735 -4.15178 -1.70867
H -2.72008 -3.08685 -3.28669
H -4.09787 -3.04723 -1.87972
H -2.16172 -2.10823 -0.25169
H -2.61007 -0.89708 -1.69343
H 0.11861 -0.03450 -2.01181
H -0.56351 -0.62449 -0.31142
H 0.81664 -2.68499 0.76823
H 2.07538 -1.76231 2.57881
H 3.28554 -0.87820 1.44099
H 0.95372 0.92335 0.85607
Br -5.30287 -0.82196 4.47065
C -3.35731 -0.68854 4.45102
C -2.87710 0.13141 3.27649
Br -2.95557 -0.89510 1.61983
H -2.96707 -1.71024 4.45579
H -3.09654 -0.20038 5.39449
H -1.82306 0.39704 3.39640
H -3.46034 1.04244 3.11551
Br 0.55892 3.62480 -2.23022
C 2.46769 3.91142 -1.95125
C 2.84332 5.35642 -2.18221
Br 2.92507 5.76876 -4.08686
H 2.99477 3.21522 -2.60978
H 2.64842 3.62758 -0.91048
H 3.84939 5.55883 -1.80432
H 2.14203 6.06465 -1.73203
*
```

No. 4
Here is a 3-piece molecular cluster, C11H19Br5NO8S4 overall at a distorted geometry from the Open Molecules 2025 dataset. Energies are from ωB97M-V/def2-TZVPD.

Summary:
gap between HOMO and LUMO: 8.11 eV
highest occupied orbital energy: -6.830 eV

```
! RIJCOSX wB97M-V def2-TZVPD def2/J DEFGRID3
* xyz -1 1
C -1.88984 2.24372 -0.76892
C -1.55928 1.93616 -2.37829
C -0.28587 0.90362 -2.58343
O -0.24877 -0.20943 -1.61569
C 1.13151 -0.74877 -1.57181
O 1.70492 -1.42736 -2.57660
C 1.97661 -0.41115 -0.16877
S 0.64280 -0.18608 1.16347
S 1.37781 0.90201 2.81117
O 2.85322 0.52645 3.15807
O 0.49868 0.46843 4.04853
N 1.11664 2.62974 2.63054
S 2.04014 3.29269 1.30494
O 3.49239 2.77051 1.19191
O 1.38436 3.11987 -0.09535
Br 2.20498 5.52384 1.71911
O -2.75757 1.58370 -3.15595
C -3.12868 0.16810 -3.00538
O -3.09128 -0.59950 -4.12503
C -3.62971 -0.57446 -1.63224
S -3.49022 -2.44901 -1.87209
H -1.92585 3.42654 -0.62923
H -2.94229 1.85093 -0.43656
H -1.00319 1.86530 -0.09490
H -1.18507 2.98631 -2.80550
H -0.17890 0.54375 -3.70845
H 0.69462 1.55279 -2.37771
H 2.60605 0.55435 -0.37151
H 2.66299 -1.34734 0.02090
H -4.73445 -0.23705 -1.33410
H -2.96467 -0.33207 -0.67740
H -2.28933 -2.60182 -2.62740
Br 6.34698 1.57637 -0.96975
C 5.87700 0.93769 0.81198
C 6.31147 -0.49544 1.01148
Br 5.10478 -1.73159 0.10583
H 4.79972 1.08526 0.93026
H 6.40781 1.60103 1.50084
H 6.25937 -0.77093 2.06862
H 7.31822 -0.70013 0.63694
Br -5.57086 -5.67995 2.41627
C -4.24759 -4.28650 2.08365
C -4.86673 -2.91143 2.17456
Br -5.90108 -2.49565 0.57406
H -3.79996 -4.49748 1.10824
H -3.49128 -4.42114 2.86221
H -4.09145 -2.14131 2.21972
H -5.53917 -2.79359 3.02876
*
```

No. 5
Here is C11H19ClINNdOP as an isolated structure at a distorted geometry from the Open Molecules 2025 dataset. Energies are from ωB97M-V/def2-TZVPD.

Summary:
gap between HOMO and LUMO (spin up / spin down): 6.40 / 6.46 eV
highest occupied orbital energy (spin up / spin down): -14.730 / -14.736 eV
<S²>: 3.755

```
! RIJCOSX wB97M-V def2-TZVPD def2/J DEFGRID3
* xyz 2 4
C 1.84071 1.97544 -5.04911
I 0.50555 1.56404 -3.31475
H 2.70883 1.32433 -4.95917
H 2.10129 3.03242 -4.99507
H 1.23845 1.75753 -5.93064
Nd 0.84008 0.24058 -0.54382
P -1.24935 -1.47716 -1.32644
C -2.89432 -1.16323 -2.03044
C -0.48220 -2.36476 -2.73322
H -0.74645 -3.29607 0.20738
H -2.14401 -3.65761 -0.86722
H -2.34338 -2.57313 0.55022
C -1.65832 -2.89056 -0.24632
H 0.48859 -2.77537 -2.42987
H -1.16122 -3.18099 -3.02203
H -3.28071 -2.10889 -2.43985
H -2.83224 -0.40805 -2.82307
H -0.32992 -1.68278 -3.57981
H -3.57054 -0.79207 -1.25011
C -1.51017 1.25627 -0.69885
O -2.54916 1.74740 -0.85868
Cl 1.97194 -1.94868 0.14317
N -0.17434 0.24919 1.76283
C 0.54290 0.82971 2.87762
C 0.18240 2.09264 3.33651
C 1.03535 2.73833 4.24151
C 2.21220 2.11970 4.67664
C 2.53496 0.83899 4.21794
C 1.69649 0.18160 3.31231
H -1.12450 0.60418 1.64057
H -0.23775 -0.77061 1.78294
H -0.70909 2.59100 2.95139
H 0.78819 3.73636 4.60325
H 2.88289 2.63767 5.36423
H 3.45223 0.35597 4.55321
H 1.97461 -0.78337 2.87675
*
```

No. 6
Here is C11H19F3N4OS2SiTa as an isolated structure at a distorted geometry from the Open Molecules 2025 dataset. Energies are from ωB97M-V/def2-TZVPD.

Summary:
gap between HOMO and LUMO: 4.59 eV
highest occupied orbital energy: -17.757 eV
relative energy (zero: lowest compared OMol25 entry of this formula, charge and spin): 63.6 kcal/mol

```
! RIJCOSX wB97M-V def2-TZVPD def2/J DEFGRID3
* xyz 3 1
Ta -0.12867 0.00382 -0.43126
N -3.29677 4.21601 1.73601
C -3.19135 2.97571 1.23432
C -1.95482 2.43913 0.82604
N -1.89889 1.19993 0.33278
C -3.04411 0.48087 0.22025
C -4.22850 1.02587 0.62998
N -4.31091 2.25658 1.13218
H -2.50523 4.82982 1.86277
H -4.21139 4.55193 2.01188
H -1.05704 3.02254 0.90711
H -3.00227 -0.51854 -0.19942
H -5.14514 0.45479 0.55387
S -0.75806 0.31412 -2.72653
C -1.24530 -1.35305 -3.03526
N -1.16862 -1.93938 -4.18150
C -1.48910 -3.38692 -4.21695
C -2.16344 -3.74924 -2.87871
S -1.86729 -2.30570 -1.76838
H -0.81010 -1.46942 -5.01082
H -0.55152 -3.92458 -4.35974
H -2.14681 -3.59453 -5.05972
H -1.75226 -4.65091 -2.43215
H -3.24497 -3.84021 -2.95487
F 0.65749 1.67999 1.66443
C 1.20061 1.52471 0.42513
F 2.47334 1.14095 0.53234
F 1.09612 2.65601 -0.32107
C 1.88102 -3.61625 -1.78628
Si 2.56509 -2.46809 -0.50777
C 3.97876 -1.43222 -1.05705
C 2.65493 -3.14515 1.19433
O 1.14475 -1.19777 -0.42458
H 2.57741 -4.44583 -1.93195
H 1.76675 -3.11789 -2.75270
H 0.92822 -4.04733 -1.46851
H 4.85848 -2.07313 -1.16465
H 4.22687 -0.65835 -0.32944
H 3.79967 -0.96108 -2.02612
H 3.39401 -3.95063 1.21582
H 1.70334 -3.56705 1.52542
H 2.97237 -2.39034 1.91605
*
```